{"formula": "H10O5", "method": "ωB97M-V/def2-TZVPD", "elements": ["O", "H", "H", "O", "H", "H", "O", "H", "H", "O", "H", "H", "O", "H", "H"], "xyz": [[1.175, -2.324, -2.102], [0.623, -2.282, -1.316], [1.889, -2.925, -1.864], [-0.784, 2.721, 0.057], [-1.509, 2.149, -0.224], [-1.080, 3.618, -0.144], [0.073, -0.584, 0.503], [1.024, -0.517, 0.650], [-0.299, 0.161, 0.988], [-1.678, -2.976, -0.080], [-2.333, -3.252, -0.731], [-1.192, -2.257, -0.497], [1.427, 2.557, 1.869], [2.075, 3.153, 1.480], [0.588, 2.759, 1.412]], "mulliken_charge": [-0.630, 0.308, 0.302, -0.649, 0.321, 0.292, -0.566, 0.314, 0.265, -0.611, 0.312, 0.300, -0.640, 0.300, 0.381], "gap_ha": 0.42361, "smiles": "O.O.O.O.O", "de_lowest_kcal_mol": 25.3, "homo_energy_ev": -11.24}

=====

{"formula": "H10O5", "method": "ωB97M-V/def2-TZVPD", "elements": ["O", "H", "H", "O", "H", "H", "O", "H", "H", "O", "H", "H", "O", "H", "H"], "xyz": [[-0.794, -0.521, 1.531], [0.163, -0.621, 1.584], [-1.131, -1.117, 2.209], [-3.297, -1.426, -0.896], [-3.725, -0.794, -0.308], [-3.536, -1.123, -1.779], [-1.761, 4.011, 1.408], [-2.545, 4.393, 1.820], [-2.116, 3.418, 0.735], [4.429, 0.079, 0.262], [5.228, 0.614, 0.199], [4.429, -0.237, 1.172], [1.234, -2.447, -2.723], [1.343, -1.792, -2.025], [2.079, -2.438, -3.188]], "mulliken_charge": [-0.615, 0.303, 0.313, -0.621, 0.309, 0.311, -0.636, 0.317, 0.319, -0.636, 0.318, 0.319, -0.639, 0.318, 0.320], "gap_ha": 0.43222, "smiles": "O.O.O.O.O", "de_lowest_kcal_mol": 35.1, "homo_energy_ev": -11.24}

=====

{"formula": "H10O5", "method": "ωB97M-V/def2-TZVPD", "elements": ["O", "H", "H", "O", "H", "H", "O", "H", "H", "O", "H", "H", "O", "H", "H"], "xyz": [[-1.409, -1.255, -0.978], [-0.528, -1.398, -0.804], [-1.853, -1.156, -0.142], [0.752, -1.186, 0.883], [1.446, -0.600, 0.517], [1.076, -2.025, 1.220], [-0.444, 1.485, -1.140], [-0.840, 0.610, -1.170], [-0.676, 1.729, -0.224], [-1.274, 0.505, 1.162], [-1.578, 0.716, 2.043], [-0.536, -0.116, 1.173], [2.166, 0.917, -0.508], [1.234, 1.217, -0.689], [2.465, 0.557, -1.343]], "mulliken_charge": [-0.695, 0.359, 0.327, -0.668, 0.374, 0.259, -0.772, 0.426, 0.382, -0.694, 0.281, 0.426, -0.765, 0.442, 0.318], "gap_ha": 0.42467, "smiles": "O.O.O.O.O", "de_lowest_kcal_mol": 11.2, "homo_energy_ev": -11.18}